This record from OMol25 describes a structure of composition C4H6O2Tb at a distorted geometry. The level of theory is ωB97M-V with the def2-TZVPD basis set.

Structure (XYZ):
```
13
Properties=species:S:1:pos:R:3:lowdin_spin:R:1
O -0.439 1.601 0.375 0.2450
C -1.162 -1.101 0.548 0.0138
Tb 2.495 -0.284 0.056 6.1010
H -2.793 -1.426 -0.916 0.0047
C -2.422 -0.691 -0.181 0.0115
H -0.313 0.792 -1.486 0.0368
H -1.060 -2.194 0.612 0.0033
O 0.060 -0.664 -0.067 0.0541
C -2.906 0.568 -0.088 0.2180
H -3.800 0.723 -0.721 0.0196
C 0.185 0.757 -0.497 0.2843
H -1.199 -0.697 1.573 -0.0004
H -1.585 1.397 0.283 0.0082
```

As for the gap between HOMO and LUMO (spin up / spin down): 5.87 / 6.15 eV. The calculation puts the LUMO energy (spin up / spin down) at -0.23 / -1.52 eV. As for the spin multiplicity: 8. Its net charge is 0. The calculation puts the energy relative to the best compared isomer or geometry (same formula, charge and spin) at 80.3 kcal/mol.

---

This record from OMol25 describes a structure of composition C4H6O2Tb at a distorted geometry. The level of theory is ωB97M-V with the def2-TZVPD basis set.

Structure (XYZ):
```
13
Properties=species:S:1:pos:R:3:lowdin_spin:R:1
H -1.683 1.721 -0.018 -0.0002
H 1.014 -0.808 -1.175 -0.0001
Tb -0.611 -2.727 1.819 6.0604
H -1.426 0.768 -1.565 -0.0002
C -0.972 1.073 -0.538 0.0009
H 1.973 -1.051 1.176 -0.0003
C 0.602 -0.466 -0.218 -0.0012
O 1.092 -1.230 0.830 -0.0271
O -1.578 -1.249 0.372 -0.0292
C 0.528 1.173 -0.267 -0.0008
H 1.141 1.672 -1.021 -0.0001
C -0.884 -0.358 -0.142 -0.0022
H 0.802 1.483 0.747 -0.0001
```

As for the gap between HOMO and LUMO (spin up / spin down): 7.64 / 6.93 eV. The calculation puts the LUMO energy (spin up / spin down) at -16.16 / -16.87 eV. As for the spin multiplicity: 7. Its net charge is +3. The calculation puts the energy relative to the best compared isomer or geometry (same formula, charge and spin) at 0.0 kcal/mol.

---

This record from OMol25 describes a structure of composition C4H6O2V at a distorted geometry. The level of theory is ωB97M-V with the def2-TZVPD basis set.

Structure (XYZ):
```
13
Properties=species:S:1:pos:R:3:lowdin_spin:R:1
C -1.975 0.449 -0.377 0.1280
H -2.309 -0.739 1.469 0.0074
H 2.893 -1.479 0.528 0.0069
O 3.219 0.293 -0.294 0.0757
C -2.447 -0.725 0.384 0.0715
H -1.377 2.478 0.130 0.0316
O -1.269 -0.920 -0.401 0.0671
H -3.312 -1.278 0.008 0.0040
C -1.071 1.430 0.209 0.5783
V 0.379 0.001 0.370 2.8809
H -2.505 0.648 -1.317 0.0156
H 4.147 -0.004 -0.341 -0.0003
C 2.401 -0.545 0.199 0.1333
```

As for the gap between HOMO and LUMO (spin up / spin down): 7.21 / 8.97 eV. The calculation puts the LUMO energy (spin up / spin down) at -4.99 / -5.08 eV. As for the spin multiplicity: 5. Its net charge is +1. The calculation puts the energy relative to the best compared isomer or geometry (same formula, charge and spin) at 46.0 kcal/mol.

---

This record from OMol25 describes a structure of composition C4H6O2Zn at a distorted geometry. The level of theory is ωB97M-V with the def2-TZVPD basis set.

Structure (XYZ):
```
13
Properties=species:S:1:pos:R:3:lowdin_spin:R:1
Zn 0.618 0.030 0.325 0.0572
H -1.106 2.505 0.087 0.0395
H 4.351 0.036 -0.386 -0.0001
O -0.999 -0.895 -0.442 0.0418
C -2.178 -0.697 0.341 0.0645
C 2.606 -0.510 0.152 0.0012
H -2.228 0.672 -1.363 0.0115
C -0.801 1.456 0.167 0.6610
H -2.036 -0.712 1.426 0.0018
O 3.423 0.332 -0.337 0.0011
C -1.704 0.475 -0.420 0.1155
H -3.046 -1.248 -0.032 0.0048
H 3.100 -1.443 0.480 0.0002
```

As for the gap between HOMO and LUMO (spin up / spin down): 6.11 / 7.93 eV. The calculation puts the LUMO energy (spin up / spin down) at -5.73 / -5.76 eV. As for the spin multiplicity: 2. Its net charge is +1. The calculation puts the energy relative to the best compared isomer or geometry (same formula, charge and spin) at 0.0 kcal/mol.

---

This record from OMol25 describes an isolated molecule of C4H6O3S at a distorted geometry. The level of theory is ωB97M-V with the def2-TZVPD basis set.

Structure (XYZ):
```
14
Properties=species:S:1:pos:R:3:nbo_charge:R:1
C -1.298 0.967 -0.022 -0.1568
C -1.469 -0.410 -0.346 -0.4471
C 0.557 -1.039 0.751 -0.0559
O 1.485 -0.098 -1.299 -0.9856
H -2.355 -0.986 -0.369 0.2276
H 0.139 2.572 0.248 0.2544
C -0.130 1.589 0.029 -0.5250
H -0.775 -0.589 -1.084 0.2121
H -2.186 1.586 0.305 0.2203
H 0.263 -1.046 1.729 0.2164
O 2.326 0.931 0.724 -0.9221
O 0.996 -2.137 0.060 -0.6221
H 1.263 -1.738 -0.766 0.5074
S 1.186 0.399 0.041 2.0765
```

As for the gap between HOMO and LUMO (spin up / spin down): 7.42 / 7.81 eV. The calculation puts the LUMO energy (spin up / spin down) at -1.23 / -0.93 eV. Its net charge is 0. The calculation puts the energy relative to the best compared isomer or geometry (same formula, charge and spin) at 112.8 kcal/mol.

---

This record from OMol25 describes an isolated molecule of C4H6O4 at a distorted geometry. The level of theory is ωB97M-V with the def2-TZVPD basis set.

Structure (XYZ):
```
14
Properties=species:S:1:pos:R:3:nbo_charge:R:1
H -1.008 2.369 -0.659 0.2170
O 0.981 1.599 0.995 -0.6529
O 0.731 -1.540 1.672 -0.5130
H 0.380 1.946 -1.672 0.1591
H -0.738 -0.111 -1.916 0.4765
C -0.416 1.527 -0.962 -0.1126
C -0.448 -2.094 0.851 -0.1398
C 0.222 -0.849 0.546 0.3498
H -0.178 -2.833 0.170 0.1965
H 1.488 1.003 1.499 0.4916
H -1.377 -2.085 1.440 0.2168
O 1.120 -0.398 -0.406 -0.5252
C 0.480 0.829 0.028 0.5304
O -1.237 0.636 -1.587 -0.6944
```

The SMILES is OC[C@]1(O)O[C@]12CO2. As for the gap between HOMO and LUMO: 9.44 eV. The calculation puts the LUMO energy at 0.81 eV. Its net charge is 0. The calculation puts the energy relative to the best compared isomer or geometry (same formula, charge and spin) at 128.0 kcal/mol.

---

This record from OMol25 describes an isolated molecule of C4H6O4 at a distorted geometry. The level of theory is ωB97M-V with the def2-TZVPD basis set.

Structure (XYZ):
```
14
Properties=species:S:1:pos:R:3:nbo_charge:R:1
H 0.425 1.686 0.460 0.1956
H -1.677 1.880 -0.902 0.2221
C -0.003 0.816 -0.051 0.0107
O 0.725 0.691 -1.234 -0.6995
H 0.348 -0.026 -1.760 0.4803
H 2.662 -1.796 -0.030 0.5010
C 0.111 -0.374 1.181 0.5028
H -2.008 1.157 0.669 0.2315
H -1.909 0.118 -0.763 0.2125
O 2.138 -1.401 0.689 -0.6579
O 0.318 -2.040 -0.525 -0.5871
O -0.476 -0.352 2.204 -0.4638
C -1.500 1.003 -0.279 -0.6460
C 0.844 -1.363 0.340 0.6977
```

The SMILES is C[C@H](O)C(=O)C(=O)O. As for the gap between HOMO and LUMO: 10.04 eV. The calculation puts the LUMO energy at 0.59 eV. Its net charge is 0. The calculation puts the energy relative to the best compared isomer or geometry (same formula, charge and spin) at 46.3 kcal/mol.

---

This record from OMol25 describes a structure of composition C4H6O5Y at a distorted geometry. The level of theory is ωB97M-V with the def2-TZVPD basis set.

Structure (XYZ):
```
16
Properties=species:S:1:pos:R:3:nbo_charge:R:1
O 0.579 -0.957 1.359 -0.9317
O -1.273 0.594 -0.916 -0.6514
O 2.385 -1.779 2.418 -0.5591
H -4.038 -0.102 -0.200 0.6099
O 2.592 -0.935 0.389 -0.4427
O -3.069 -0.111 -0.240 -0.8822
C 1.904 -1.321 1.299 0.9192
C -2.529 0.983 -0.771 0.6279
H 0.953 0.031 -1.992 0.2208
H -0.647 2.549 -1.283 0.2903
Y -1.464 -1.510 0.327 2.6686
H 1.741 -2.030 3.093 0.5232
C 0.881 1.086 -1.720 -0.2688
H 1.603 1.833 -2.048 0.3063
C -0.241 1.549 -1.137 -0.0293
H 0.622 0.119 1.422 0.5990
```

As for the gap between HOMO and LUMO: 6.03 eV. The calculation puts the LUMO energy at -15.84 eV. Its net charge is +3.

---

This record from OMol25 describes an isolated molecule of C4H6OS at a distorted geometry. The level of theory is ωB97M-V with the def2-TZVPD basis set.

Structure (XYZ):
```
12
Properties=species:S:1:pos:R:3:nbo_charge:R:1
C 1.588 -0.777 -0.400 0.4140
H -0.041 1.238 -1.115 0.2258
C 0.380 -1.012 0.402 -0.4305
C -0.781 1.287 -0.301 -0.6440
S -1.216 -1.589 -0.256 0.1361
H 1.445 -0.892 -1.468 0.1123
H -0.679 2.125 0.342 0.2297
H 0.555 -1.273 1.404 0.2351
H -1.291 -0.071 1.467 0.2350
C -0.835 0.035 0.469 -0.2424
H -1.782 1.412 -0.596 0.2263
O 2.656 -0.482 0.052 -0.4973
```

The SMILES is C[C@H]1S[C@H]1C=O. As for the gap between HOMO and LUMO: 9.97 eV. The calculation puts the LUMO energy at 0.64 eV. Its net charge is 0. The calculation puts the energy relative to the best compared isomer or geometry (same formula, charge and spin) at 39.6 kcal/mol.

---

This record from OMol25 describes an isolated molecule of C4H6OS at a distorted geometry. The level of theory is ωB97M-V with the def2-TZVPD basis set.

Structure (XYZ):
```
12
Properties=species:S:1:pos:R:3:nbo_charge:R:1
C 0.736 0.986 -0.807 -0.6191
O -1.922 1.204 0.447 -0.4947
H -0.026 -0.933 -1.165 0.2426
C 0.709 -1.036 0.889 -0.2681
C 0.138 -0.321 -0.240 -0.3883
H -2.202 -0.875 0.317 0.1461
H 1.221 -0.499 1.789 0.2286
S 0.218 -2.598 1.067 0.0099
H -0.059 1.730 -0.799 0.2368
C -1.554 0.081 0.261 0.4853
H 1.212 0.811 -1.738 0.2195
H 1.530 1.451 -0.021 0.2014
```

The SMILES is C[C@H](C=O)C=S. As for the gap between HOMO and LUMO: 8.23 eV. The calculation puts the LUMO energy at -0.63 eV. Its net charge is 0. The calculation puts the energy relative to the best compared isomer or geometry (same formula, charge and spin) at 57.4 kcal/mol.